C29H22BBrF4N8O11Y as an isolated structure. Source: the OMol25 dataset; level of theory: ωB97M-V with the def2-TZVPD basis set.

Positions of all 77 atoms, in Å:
Y 0.33032 0.28280 0.14592
Br 8.35667 -4.02563 3.55219
C 6.92086 -3.28802 4.55034
C 7.19502 -2.55548 5.69174
C 6.14332 -2.02922 6.42598
C 4.83329 -2.20424 6.00156
C 4.57328 -2.96242 4.86194
C 5.61744 -3.50330 4.13118
N 3.78559 -1.72790 6.85730
N 2.81812 -1.07295 6.43449
C 2.72913 -0.58523 5.10314
C 3.77694 -0.04165 4.38777
C 3.61441 0.47921 3.10392
C 2.37853 0.44658 2.46573
O 2.16588 0.88992 1.27233
C 1.26888 -0.08661 3.21941
N 0.06381 -0.09610 2.58418
C -0.99890 -0.51291 3.23319
C -0.94223 -0.96132 4.56144
C 0.26420 -1.00117 5.20354
C 1.42693 -0.55617 4.53466
H 8.21819 -2.40606 6.00808
H 6.32856 -1.46618 7.33229
H 3.55387 -3.10940 4.52994
H 5.41858 -4.06704 3.23041
H 4.76030 -0.00464 4.83775
H 4.45650 0.90562 2.57538
H -1.93899 -0.50016 2.69443
H -1.85072 -1.27893 5.05419
H 0.34911 -1.35754 6.22141
C -0.77306 4.59258 -2.60100
C 0.62351 4.87051 -2.05208
C 0.77887 4.49805 -0.56854
C 2.23482 4.75607 -0.11625
C 2.50602 4.40387 1.34370
C -0.13254 5.38046 0.26495
O -0.08234 6.59163 0.21468
N -1.00978 4.74103 1.10248
C -1.16573 3.35643 1.27249
O -1.94720 2.94896 2.10510
N -0.40167 2.54689 0.48275
C 0.48706 3.02704 -0.39285
O 1.12642 2.19105 -1.07176
H -0.83908 4.89229 -3.64703
H -1.53277 5.15024 -2.04779
H -1.01243 3.52847 -2.55328
H 0.86866 5.92957 -2.14378
H 1.36399 4.29639 -2.60990
H 2.44183 5.81148 -0.30202
H 2.87896 4.16170 -0.76635
H 1.87195 4.98346 2.01924
H 3.54368 4.62147 1.59897
H 2.33931 3.34073 1.52823
H -1.59787 5.32074 1.68217
F -0.87254 1.04767 -3.43347
B -1.00358 -0.02148 -2.59529
F 0.32260 -0.45610 -2.13637
F -1.67469 -1.09040 -3.11927
F -1.61981 0.39779 -1.34115
O 2.42070 -6.45884 -3.61476
N 1.35748 -5.99686 -3.23651
O 0.26780 -6.38321 -3.61731
C 1.40063 -4.90926 -2.27090
C 2.63548 -4.45630 -1.80328
C 2.66068 -3.44716 -0.89332
C 1.49656 -2.73042 -0.44590
O 1.60861 -1.69672 0.25946
C 0.26832 -3.31275 -0.90941
C 0.22959 -4.36241 -1.80958
N -1.00310 -2.85751 -0.39998
O -1.97829 -3.54955 -0.56999
O -1.06292 -1.80304 0.24567
N 3.96624 -3.05976 -0.34788
O 4.05346 -2.94161 0.85597
O 4.88178 -2.91434 -1.13638
H 3.55493 -4.90558 -2.14965
H -0.72096 -4.74403 -2.15018

The energy relative to the best compared isomer or geometry (same formula, charge and spin) is 24.28 kJ/mol. As for the HOMO-LUMO gap: 0.240 Ha. Its charge is -1. As for the HOMO energy: -5.61 eV.

C29H22BrN5O3SSr as an isolated structure. Source: the OMol25 dataset; level of theory: ωB97M-V with the def2-TZVPD basis set.

Positions of all 62 atoms, in Å:
Sr -0.06337 0.30827 0.60230
Br 6.35542 0.83843 -3.99282
C 5.10846 0.57525 -2.56435
C 5.56173 0.20007 -1.30834
C 4.65756 0.01425 -0.28304
C 3.25130 0.20130 -0.44592
O 2.43737 0.03513 0.51801
C 2.83198 0.56707 -1.77203
C 1.38238 0.83233 -2.05866
N 0.80944 1.79654 -1.23425
C 0.20335 2.87793 -1.71107
C 0.35587 3.46190 -2.97931
C -0.32016 4.63174 -3.33984
C -1.16770 5.28685 -2.48382
C -1.37226 4.74698 -1.18938
C -2.25886 5.33410 -0.26118
C -2.45246 4.75797 0.96123
C -1.74425 3.58188 1.26200
N -0.90185 3.01404 0.43518
C -0.70141 3.56722 -0.79010
C 3.75288 0.75211 -2.78914
H 6.62172 0.05413 -1.13605
H 5.00063 -0.27711 0.70287
H 1.20871 0.96228 -3.13441
H 1.04239 3.01692 -3.68864
H -0.15843 5.03206 -4.33621
H -1.69542 6.18612 -2.77804
H -2.79369 6.23417 -0.54566
H -3.14568 5.17097 1.68245
H -1.89348 3.08934 2.21851
H 3.40221 1.04106 -3.77531
C 1.36176 -1.64924 -3.62974
C 0.81237 -1.64027 -2.23143
O 0.57320 -0.43777 -1.69022
C 0.49004 -2.79555 -1.61171
C -0.08902 -3.12423 -0.30090
C -0.40532 -4.58599 -0.08933
N -0.32496 -2.26306 0.62554
N -0.88473 -2.80759 1.77551
C -1.01281 -1.93960 2.75333
O -0.68137 -0.71928 2.81278
C -1.65580 -2.53064 3.99172
C -2.09144 -3.85356 4.04454
C -2.66812 -4.36084 5.19876
C -2.82036 -3.55371 6.32015
C -2.39168 -2.23485 6.27368
C -1.81459 -1.72880 5.11666
H 0.73199 -1.03397 -4.27710
H 1.38259 -2.66365 -4.02342
H 2.37273 -1.24259 -3.65663
H 0.66849 -3.67137 -2.22382
H -0.12482 -5.17999 -0.95845
H -1.47185 -4.70886 0.10664
H 0.11204 -4.96050 0.79503
H -1.96571 -4.46495 3.16159
H -3.00391 -5.39156 5.22458
H -3.27317 -3.95096 7.22165
H -2.50886 -1.59552 7.14149
H -1.47442 -0.70375 5.05331
S -5.00377 0.94417 -1.60272
C -3.57539 0.60271 -0.82813
N -2.57750 0.35446 -0.27838

The energy relative to the best compared isomer or geometry (same formula, charge and spin) is 100.01 kJ/mol. As for the HOMO-LUMO gap: 0.213 Ha. Its charge is -2. As for the HOMO energy: -1.80 eV.

C29H22IrNO3S6 as an isolated structure. Source: the OMol25 dataset; level of theory: ωB97M-V with the def2-TZVPD basis set.

Positions of all 62 atoms, in Å:
Ir -0.19008 -1.30459 0.68109
S -2.57832 -1.04067 0.37772
C -3.06842 -2.64558 0.91292
C -3.14326 -3.69488 -0.00570
C -3.54792 -4.95558 0.39502
C -3.91047 -5.19362 1.71286
C -3.84351 -4.16458 2.63811
C -3.41541 -2.90035 2.24966
S -3.24016 -1.63968 3.49735
C -1.47495 -1.91646 3.93526
C -0.67846 -0.65346 3.79683
C -0.11496 -0.09569 4.92819
C 0.55915 1.13062 4.82048
C 0.51311 1.80682 3.63697
C -0.14753 1.23234 2.52059
C -0.31415 1.94073 1.32917
S 1.49156 0.72841 0.23162
C 0.19096 1.90927 -1.84181
C 0.04021 3.28118 -1.73750
C -1.22149 3.84482 -1.88851
C -2.32672 3.03966 -2.13233
C -2.18520 1.66334 -2.24737
C -0.91883 1.11304 -2.11812
S -0.53976 -0.60016 -2.17782
N -0.59103 -0.06726 2.58783
H -2.83622 -3.51109 -1.02528
H -3.57807 -5.76466 -0.32471
H -4.23361 -6.17947 2.02427
H -4.12088 -4.32188 3.67252
H -1.11156 -2.69489 3.27385
H -1.45221 -2.27460 4.96174
H -0.18229 -0.61492 5.87344
H 1.06706 1.54700 5.68179
H 0.96211 2.78507 3.52274
H 0.01342 2.96779 1.26904
H -1.04186 1.60312 0.60678
H 0.90153 3.90317 -1.52387
H -1.34812 4.91733 -1.80700
H -3.30715 3.48833 -2.23520
H -3.04132 1.02103 -2.40996
O 1.90235 -2.28413 -0.03446
S 1.00911 -3.46056 -0.12866
O 1.65881 -4.68652 -0.50811
O -0.15884 -3.09397 -0.96071
S 0.22258 -3.54824 1.74710
C 4.86517 3.35722 -2.93736
C 4.43401 3.47898 -1.62609
C 3.35167 2.73248 -1.17907
C 2.69442 1.84889 -2.02606
C 1.44562 1.09987 -1.59063
C 1.24290 -0.21531 -2.35518
C 1.60347 -0.12008 -3.80461
C 2.47061 0.78146 -4.25341
C 3.13585 1.71998 -3.35192
C 4.21654 2.48146 -3.79081
H 5.70773 3.93898 -3.29090
H 4.94982 4.14528 -0.94565
H 3.01351 2.82352 -0.15578
H 1.77274 -1.03952 -1.88118
H 1.14394 -0.84435 -4.46635
H 2.73455 0.81888 -5.30476
H 4.54823 2.37666 -4.81810

The energy relative to the best compared isomer or geometry (same formula, charge and spin) is 354.73 kJ/mol. As for the HOMO-LUMO gap (spin up / spin down): 0.204 / 0.236 Ha. Its charge is -1. Its spin multiplicity is 2. As for the HOMO energy (spin up / spin down): -3.64 / -4.55 eV.

C29H23BrLiN5S2 as an isolated structure. Source: the OMol25 dataset; level of theory: ωB97M-V with the def2-TZVPD basis set.

Positions of all 61 atoms, in Å:
Li -2.01971 -0.52414 0.22421
Br -4.00511 -2.24834 -0.22809
C -5.26201 -0.80184 -0.02009
C -6.58101 -1.15614 0.02611
C -7.56001 -0.16464 0.17561
C -7.18401 1.14596 0.23881
C -5.82581 1.51946 0.15731
C -5.45211 2.87576 0.18671
C -4.13281 3.22216 0.13861
C -3.14231 2.23246 0.07541
C -3.41731 0.87806 0.04141
C -4.79811 0.52926 0.05781
H -6.87241 -2.19294 -0.04439
H -8.59951 -0.45134 0.23571
H -7.92641 1.92466 0.36221
H -6.22971 3.62636 0.24811
H -3.84881 4.26476 0.17081
H -2.11111 2.55546 0.05081
C 1.53479 -2.78364 3.46901
N 1.63939 -2.84614 2.04031
C 2.69669 -3.26244 1.28191
C 2.36109 -3.10834 -0.01209
N 1.08039 -2.57274 -0.07399
C 0.63229 -2.42164 1.22471
S -0.80951 -1.94554 1.85821
C 0.43459 -2.20144 -1.25419
C 0.93579 -2.61254 -2.49489
C 0.29369 -2.19094 -3.64109
C -0.81721 -1.36644 -3.53659
C -1.23001 -1.00994 -2.26609
N -0.63011 -1.41674 -1.15899
H 2.45629 -3.13724 3.92601
H 0.68789 -3.38534 3.80591
H 1.33699 -1.75274 3.77191
H 3.60679 -3.62714 1.70991
H 2.94739 -3.32984 -0.87589
H 1.79349 -3.25934 -2.57429
H 0.66699 -2.49824 -4.60469
H -1.35031 -1.02804 -4.40899
H -2.06461 -0.34074 -2.10859
S 4.85269 -0.25324 0.19811
C 3.10299 0.16066 0.17721
C 2.41689 0.36596 1.36311
C 1.10219 0.79976 1.28441
N 0.48919 1.04526 0.13911
C 1.15949 0.86006 -0.98679
C 2.46429 0.39676 -1.03029
C 5.25929 1.50336 0.20011
C 5.34579 2.19046 1.39961
C 5.47759 3.57076 1.34361
N 5.53089 4.24866 0.21141
C 5.49009 3.57756 -0.92579
C 5.35859 2.19756 -0.99449
H 2.90129 0.20386 2.31281
H 0.51949 0.97126 2.17951
H 0.63299 1.09686 -1.90139
H 2.97649 0.24136 -1.96779
H 5.29659 1.67006 2.34321
H 5.52209 4.15856 2.25111
H 5.54599 4.17216 -1.82839
H 5.32039 1.68446 -1.94309

As for the HOMO-LUMO gap: 0.249 Ha. As for the HOMO energy: -6.87 eV.

no.,E_tot (eV)
1,-147514.408
2,-125742.166
3,-105913.760
4,-129815.050